w | The following is a DFT calculation (ωB97M-V with the def2-TZVPD basis set) of a cluster of 3 separate species, C2H9NS in total.

Positions of all 13 atoms, in Å:
H1 -3.615 -2.408 1.097
H2 -3.844 -2.554 1.756
C1 -1.326 0.187 0.040
C2 -0.125 -0.670 0.186
S1 -0.345 0.016 -1.548
H3 -1.314 1.243 0.257
H4 -2.239 -0.368 0.185
H5 0.797 -0.266 0.579
H6 -0.208 -1.716 -0.068
N1 2.385 0.733 1.983
H7 3.092 1.069 2.646
H8 2.770 1.217 1.169
H9 1.612 1.301 2.312

Calculated values
E_HOMO, eV: -8.538
Charge: 0
LUMO level, hartree: 0.034
Kohn-Sham gap, eV: 9.47



x | The following is a DFT calculation (ωB97M-V with the def2-TZVPD basis set) of a cluster of 2 separate species, C2H9NS in total.

Positions of all 13 atoms, in Å:
C1 -1.448 -0.142 -0.439
N1 -1.085 -0.498 0.975
H1 -2.535 -0.015 -0.470
H2 -1.144 -0.876 -1.181
H3 -1.074 0.858 -0.624
H4 -1.692 0.088 1.538
H5 -1.430 -1.426 1.208
C2 1.787 0.782 -0.372
S1 2.404 -0.817 0.232
H6 1.032 1.151 0.322
H7 1.460 0.706 -1.403
H8 2.564 1.531 -0.254
H9 1.159 -1.343 0.468

Calculated values
E_HOMO, eV: -8.650
Charge: 0
LUMO level, hartree: 0.034
Kohn-Sham gap, eV: 9.58



Relative energies, unit kcal/mol: w 33.6; x 0.0



w | The following is a DFT calculation (ωB97M-V with the def2-TZVPD basis set) of a cluster of 3 separate species, C2H9NS in total.

Positions of all 13 atoms, in Å:
H1 -0.468 -2.046 -2.014
H2 -1.016 -2.193 -1.519
C1 0.013 -0.787 1.503
C2 -1.037 0.222 1.622
S1 0.694 0.890 1.618
H3 0.242 -1.191 0.533
H4 0.159 -1.412 2.368
H5 -1.517 0.544 0.699
H6 -1.546 0.426 2.549
N1 0.897 1.536 -1.924
H7 0.836 1.356 -0.930
H8 0.987 0.626 -2.344
H9 1.757 2.029 -2.162

Calculated values
E_HOMO, eV: -8.935
Charge: 0
LUMO level, hartree: 0.035
Kohn-Sham gap, eV: 9.89



x | The following is a DFT calculation (ωB97M-V with the def2-TZVPD basis set) of a cluster of 2 separate species, C2H9NS in total.

Positions of all 13 atoms, in Å:
C1 1.536 -0.758 -0.439
N1 0.368 0.142 -0.377
C2 0.487 1.226 0.518
H1 2.329 -0.245 -0.993
H2 1.216 -1.772 -0.698
H3 1.827 -0.745 0.568
H4 -0.058 0.361 -1.238
H5 1.327 1.931 0.306
H6 -0.535 1.726 0.760
H7 0.822 0.843 1.519
S1 -3.081 -1.142 -0.555
H8 -3.918 -1.257 0.501
H9 -2.321 -0.309 0.129

Calculated values
E_HOMO, eV: -8.554
Charge: 0
LUMO level, hartree: 0.035
Kohn-Sham gap, eV: 9.51



Relative energies, unit kcal/mol: w 12.0; x 0.0



w | The following is a DFT calculation (ωB97M-V with the def2-TZVPD basis set) of a cluster of 3 separate species, C2H9NS in total.

Positions of all 13 atoms, in Å:
H1 -4.653 -3.550 3.460
H2 -4.339 -3.811 2.812
C1 1.325 -0.534 -1.298
C2 2.449 -0.022 -2.106
S1 1.963 -1.717 -2.482
H3 1.413 -0.720 -0.237
H4 0.338 -0.155 -1.463
H5 3.378 0.173 -1.604
H6 2.223 0.700 -2.904
N1 -0.874 2.122 1.387
H7 -0.381 2.950 1.065
H8 -1.034 2.336 2.378
H9 -1.807 2.229 0.992

Calculated values
E_HOMO, eV: -8.666
Charge: 0
LUMO level, hartree: 0.035
Kohn-Sham gap, eV: 9.62



x | The following is a DFT calculation (ωB97M-V with the def2-TZVPD basis set) of a cluster of 2 separate species, C2H9NS in total.

Positions of all 13 atoms, in Å:
C1 0.197 2.188 -0.436
N1 0.545 0.794 -0.740
C2 1.736 0.417 0.011
H1 0.999 2.903 -0.589
H2 -0.728 2.417 -0.980
H3 -0.144 2.193 0.594
H4 0.798 0.740 -1.723
H5 2.615 1.046 -0.174
H6 2.091 -0.587 -0.249
H7 1.496 0.380 1.070
S1 -1.339 -1.818 0.573
H8 -0.379 -1.091 -0.012
H9 -0.909 -1.729 1.829

Calculated values
E_HOMO, eV: -9.160
Charge: 0
LUMO level, hartree: 0.037
Kohn-Sham gap, eV: 10.15



Relative energies, unit kcal/mol: w 23.3; x 0.0



w | The following is a DFT calculation (ωB97M-V with the def2-TZVPD basis set) of a cluster of 2 separate species, C2H10NO in total.

Positions of all 14 atoms, in Å:
C1 1.090 -1.526 1.432
O1 1.328 -0.353 0.644
H1 2.096 0.170 0.919
H2 1.408 -1.406 2.466
H3 0.032 -1.715 1.356
H4 1.610 -2.369 0.977
C2 -1.516 0.967 -0.464
N1 -0.400 0.773 -1.457
H5 -0.735 0.294 -2.319
H6 -0.070 1.727 -1.809
H7 0.461 0.396 -1.034
H8 -2.434 0.599 -0.900
H9 -1.601 2.020 -0.251
H10 -1.270 0.424 0.440

Calculated values
E_HOMO (alpha / beta), eV: -3.334 / -11.079
Multiplicity: 2
Charge: 0
LUMO level (alpha / beta), hartree: 0.030 / 0.023
Kohn-Sham gap (alpha / beta), eV: 4.15 / 11.72



x | The following is a DFT calculation (ωB97M-V with the def2-TZVPD basis set) of a cluster of 2 separate species, C2H10NO in total.

Positions of all 14 atoms, in Å:
C1 1.392 -1.644 0.129
C2 0.053 -1.176 0.115
N1 0.063 0.259 -0.486
H1 1.574 -1.932 1.209
H2 1.525 -2.650 -0.302
H3 2.192 -0.952 -0.404
H4 -0.554 -1.850 -0.420
H5 -0.416 -1.151 1.107
H6 1.020 0.497 -0.919
H7 -0.030 0.983 0.228
H8 -0.537 0.274 -1.277
H9 -1.349 3.350 0.596
H10 -2.893 3.156 0.289
O1 -2.038 2.837 0.136

Calculated values
E_HOMO (alpha / beta), eV: -3.310 / -11.512
Multiplicity: 2
Charge: 0
LUMO level (alpha / beta), hartree: 0.040 / 0.027
Kohn-Sham gap (alpha / beta), eV: 4.41 / 12.25



Relative energies, unit kcal/mol: w 0.0; x 15.0



w | The following is a DFT calculation (ωB97M-V with the def2-TZVPD basis set) of a structure of composition C4H10NO.

Positions of all 16 atoms, in Å:
C1 0.718 -1.086 -0.777
C2 1.506 -1.447 0.449
C3 -0.263 -0.451 0.294
C4 -1.338 1.722 -0.408
N1 -0.515 1.033 0.500
O1 0.438 -0.959 1.355
H1 1.390 -0.580 -1.476
H2 0.213 -1.954 -1.421
H3 1.698 -2.419 0.648
H4 2.459 -0.931 0.476
H5 -1.246 -0.953 0.292
H6 -1.717 2.686 -0.031
H7 -0.771 1.816 -1.378
H8 -2.111 1.062 -0.598
H9 -0.857 0.949 1.458
H10 0.395 1.509 0.616

Calculated values
E_HOMO, eV: -15.147
Charge: +1
LUMO level, hartree: -0.123
Kohn-Sham gap, eV: 11.80



x | The following is a DFT calculation (ωB97M-V with the def2-TZVPD basis set) of the ion C4H10NO with charge +1.

Positions of all 16 atoms, in Å:
C1 -0.995 -1.277 0.422
C2 -0.054 -0.031 0.386
C3 -0.876 1.244 0.586
N1 0.682 0.072 -0.929
C4 1.980 0.034 -0.014
O1 1.120 -0.203 1.136
H1 -1.906 -1.079 -0.062
H2 -1.349 -1.474 1.487
H3 -0.554 -2.198 0.071
H4 -0.304 2.042 0.999
H5 -1.809 1.098 1.133
H6 -1.350 1.528 -0.457
H7 0.641 0.955 -1.433
H8 0.824 -0.567 -1.714
H9 2.587 -0.792 -0.086
H10 2.490 1.029 -0.149

Calculated values
E_HOMO, eV: -15.404
Charge: +1
LUMO level, hartree: -0.133
Kohn-Sham gap, eV: 11.78



y | The following is a DFT calculation (ωB97M-V with the def2-TZVPD basis set) of a cluster of 2 separate species, C4H10NO in total.

Positions of all 16 atoms, in Å:
C1 -0.703 0.055 -0.631
C2 0.688 0.289 -0.130
C3 1.836 -0.674 -0.159
C4 1.091 1.760 -0.041
N1 -0.581 -0.051 0.617
O1 -2.860 -1.133 0.269
H1 -1.510 0.000 -1.378
H2 1.931 -1.142 0.896
H3 2.768 -0.057 -0.408
H4 1.747 -1.606 -0.810
H5 1.666 1.917 0.866
H6 0.083 2.252 0.005
H7 1.537 1.861 -0.969
H8 -1.109 -0.374 1.326
H9 -3.696 -1.221 -0.291
H10 -2.887 -1.876 0.838

Calculated values
E_HOMO, eV: -15.971
Charge: +1
LUMO level, hartree: -0.171
Kohn-Sham gap, eV: 11.31



Relative energies, unit kcal/mol: w 4.5; x 0.0; y 27.4



w | The following is a DFT calculation (ωB97M-V with the def2-TZVPD basis set) of a structure of composition C4H13N2.

Positions of all 19 atoms, in Å:
C1 0.369 1.235 0.114
N1 1.428 0.944 -0.747
C2 -0.729 0.327 -0.084
N2 2.686 -1.010 0.873
C3 -3.207 0.021 0.144
C4 -1.904 0.672 0.534
H1 0.180 2.158 0.674
H2 1.292 0.667 0.572
H3 1.934 1.773 -1.056
H4 1.104 -2.557 -1.902
H5 -0.645 -0.520 -0.730
H6 2.560 -0.241 0.195
H7 3.202 -0.736 1.697
H8 3.021 -1.919 0.612
H9 -4.018 0.754 0.039
H10 -3.483 -0.782 0.835
H11 -3.127 -0.398 -0.855
H12 1.184 -1.859 -2.196
H13 -1.848 1.472 1.281

Calculated values
E_HOMO, eV: -13.716
Charge: +1
LUMO level, hartree: -0.249
Kohn-Sham gap, eV: 6.94



x | The following is a DFT calculation (ωB97M-V with the def2-TZVPD basis set) of the ion C4H13N2 with charge +1.

Positions of all 19 atoms, in Å:
C1 1.582 0.745 1.465
C2 0.011 0.783 0.800
N1 -0.681 -0.612 1.239
C3 -0.151 0.928 -0.750
C4 -0.015 -0.369 -1.597
N2 -1.237 -1.168 -1.527
H1 1.774 -0.235 2.161
H2 2.296 0.561 0.521
H3 2.055 1.643 2.094
H4 -0.665 1.499 1.297
H5 -0.571 -1.052 2.217
H6 -1.669 -0.480 1.149
H7 -0.588 -1.386 0.411
H8 -0.956 1.558 -1.048
H9 0.701 1.619 -1.050
H10 0.924 -0.867 -0.959
H11 0.268 -0.141 -2.598
H12 -1.096 -2.155 -1.671
H13 -1.982 -0.872 -2.154

Calculated values
E_HOMO, eV: -13.973
Charge: +1
LUMO level, hartree: -0.119
Kohn-Sham gap, eV: 10.75



y | The following is a DFT calculation (ωB97M-V with the def2-TZVPD basis set) of a structure of composition C4H13N2.

Positions of all 19 atoms, in Å:
C1 -0.443 -0.795 -0.993
C2 0.673 -1.419 0.046
C3 2.074 -0.682 -0.055
C4 1.948 0.703 0.506
N1 1.353 1.373 -0.578
N2 -0.861 0.446 -0.379
H1 0.063 -0.770 -1.972
H2 -1.336 -1.441 -1.100
H3 0.752 -2.506 0.131
H4 0.272 -1.098 1.039
H5 2.791 -1.213 0.625
H6 2.551 -0.569 -1.043
H7 2.990 1.017 0.672
H8 -7.005 0.490 1.910
H9 1.409 0.861 1.459
H10 0.089 1.210 -0.544
H11 -7.279 1.209 1.649
H12 -1.499 0.887 -0.936
H13 1.458 2.299 -0.438

Calculated values
E_HOMO, eV: -15.700
Charge: +1
LUMO level, hartree: -0.317
Kohn-Sham gap, eV: 7.07



Relative energies, unit kcal/mol: w 93.3; x 0.0; y 119.5



w | The following is a DFT calculation (ωB97M-V with the def2-TZVPD basis set) of an isolated molecule of C6H12N2O.

Positions of all 21 atoms, in Å:
C1 2.254 -1.046 -0.339
C2 1.601 0.318 -0.132
C3 0.158 0.275 0.174
C4 -0.541 1.500 -0.334
N1 -1.970 1.630 -0.104
C5 -0.370 -0.507 1.431
N2 -0.526 -0.995 0.045
C6 -1.649 -1.238 -0.665
O1 -2.651 -1.724 -0.163
H1 1.840 -1.601 -1.203
H2 3.305 -0.890 -0.520
H3 2.210 -1.580 0.636
H4 1.789 0.886 -1.026
H5 2.097 0.924 0.616
H6 -0.021 2.416 0.029
H7 -0.464 1.463 -1.416
H8 -2.460 0.802 -0.221
H9 -2.166 1.821 0.903
H10 0.236 -1.241 1.938
H11 -1.167 -0.142 2.067
H12 -1.503 -1.071 -1.716

Calculated values
E_HOMO, eV: -9.565
Charge: 0
LUMO level, hartree: 0.029
Kohn-Sham gap, eV: 10.37



x | The following is a DFT calculation (ωB97M-V with the def2-TZVPD basis set) of an isolated molecule of C6H12N2O.

Positions of all 21 atoms, in Å:
C1 2.084 -0.522 0.846
C2 0.889 0.417 0.548
C3 -0.038 0.400 1.739
N1 -1.156 -0.285 2.068
N2 -1.556 -1.151 1.088
C4 0.215 -0.042 -0.714
C5 -1.161 0.608 -0.970
C6 -0.590 0.929 -2.375
O1 0.726 0.387 -1.956
H1 2.876 0.071 1.337
H2 1.802 -1.398 1.430
H3 2.447 -0.955 -0.092
H4 1.247 1.406 0.398
H5 0.167 1.200 2.456
H6 -0.903 -1.740 0.674
H7 -2.372 -1.688 1.262
H8 0.227 -1.168 -0.700
H9 -1.915 -0.113 -1.054
H10 -1.452 1.404 -0.220
H11 -1.055 0.324 -3.127
H12 -0.483 1.915 -2.637

Calculated values
E_HOMO, eV: -8.503
Charge: 0
LUMO level, hartree: 0.036
Kohn-Sham gap, eV: 9.47



y | The following is a DFT calculation (ωB97M-V with the def2-TZVPD basis set) of a cluster of 3 separate species, C6H12N2O in total.

Positions of all 21 atoms, in Å:
C1 0.058 -0.474 0.217
C2 -1.663 1.287 0.719
C3 -2.839 0.364 0.602
C4 2.659 -0.673 -0.332
C5 0.576 0.746 0.050
N1 2.681 -1.987 -0.673
N2 -0.435 -1.296 -0.760
C6 1.209 1.873 -0.059
O1 3.652 0.022 -0.268
H1 0.041 -0.881 1.221
H2 3.544 -2.426 -0.985
H3 1.810 -2.462 -0.834
H4 -0.562 -0.885 -1.673
H5 -1.174 -1.923 -0.482
H6 -1.648 2.112 0.013
H7 -1.384 1.580 1.726
H8 2.281 1.861 -0.248
H9 0.698 2.822 0.056
H10 -2.963 -0.012 -0.419
H11 -3.789 0.856 0.863
H12 -2.752 -0.502 1.267

Calculated values
E_HOMO (alpha / beta), eV: -6.892 / -6.214
Charge: 0
LUMO level (alpha / beta), hartree: 0.026 / 0.016
Kohn-Sham gap (alpha / beta), eV: 7.59 / 6.65



z | The following is a DFT calculation (ωB97M-V with the def2-TZVPD basis set) of an isolated molecule of C6H12N2O.

Positions of all 21 atoms, in Å:
C1 -0.757 -1.714 0.317
C2 -0.828 -0.554 -0.707
C3 0.480 0.083 -0.926
O1 0.613 1.430 -1.228
C4 1.370 0.933 -0.175
C5 1.151 1.463 1.188
N1 1.709 0.597 2.208
C6 -1.817 -0.704 -1.816
N2 -2.079 0.205 -0.705
H1 -0.091 -2.455 -0.252
H2 -0.156 -1.281 1.168
H3 -1.656 -2.179 0.592
H4 1.081 -0.664 -1.476
H5 2.460 0.739 -0.396
H6 1.671 2.427 1.302
H7 0.022 1.681 1.216
H8 1.317 -0.353 2.288
H9 1.609 1.154 3.048
H10 -2.399 -1.630 -1.873
H11 -1.724 -0.357 -2.819
H12 -1.975 1.179 -0.954

Calculated values
E_HOMO, eV: -9.105
Charge: 0
LUMO level, hartree: 0.037
Kohn-Sham gap, eV: 10.12



Relative energies, unit kcal/mol: w 0.0; x 39.6; y 96.2; z 32.9